DFT (ωB97M-V with the def2-TZVPD basis set) results for a structure of composition C26H32BN8O2Ru.

Each line ends with the Mulliken charge.
Positions of all 70 atoms, in Å:
Ru 0.72338 -0.02192 -0.41857  0.214
C 4.84012 0.82527 0.52789  -1.319
C 3.62613 0.17772 0.81963  -0.484
N 2.68673 0.54553 -0.03915  0.684
N 3.26262 1.41464 -0.90039  0.318
C 4.55985 1.59707 -0.57838  -0.307
B 2.54593 1.78946 -2.21972  -0.147
N 2.27972 0.47200 -2.98450  0.319
C 2.72827 0.02614 -4.17397  -0.235
C 2.27836 -1.26796 -4.34111  -1.166
C 1.54908 -1.53874 -3.16770  -0.694
N 1.56161 -0.48294 -2.37050  0.661
N 1.20735 2.47823 -1.92716  -0.173
C 0.69867 3.63083 -2.41121  -0.243
C -0.61490 3.71654 -2.00675  -1.352
C -0.84023 2.53828 -1.27070  -0.478
N 0.26956 1.81102 -1.22564  1.045
H 5.77857 0.73491 1.04878  0.409
H 3.39815 -0.55782 1.57085  0.360
H 5.18184 2.24801 -1.17045  0.417
H 3.25587 2.51814 -2.87500  -0.219
H 3.32519 0.65962 -4.80991  0.403
H 2.44833 -1.91704 -5.18415  0.375
H 1.02310 -2.42486 -2.85174  0.526
H 1.30776 4.28993 -3.00739  0.401
H -1.31723 4.50611 -2.21579  0.390
H -1.73574 2.17859 -0.79274  0.472
C 2.32420 -3.62518 1.59246  -1.630
C 1.19342 -2.62819 1.34481  0.853
O 1.34836 -1.92763 0.26469  -0.578
C 0.16210 -2.60452 2.27726  -1.071
C -1.00740 -1.82584 2.37647  0.629
C -2.15642 -2.35526 3.19373  -1.635
N -1.28901 -0.69082 1.62466  1.601
N -2.47699 -0.78775 0.86975  -1.168
C -2.29975 -0.70539 -0.41776  0.197
O -1.22904 -0.56596 -1.10965  -0.746
C -3.56867 -0.79591 -1.22460  0.439
C -4.81519 -1.00095 -0.62947  -0.415
C -5.96258 -1.09078 -1.40077  -0.620
C -5.89353 -0.97198 -2.78673  -0.338
C -4.65831 -0.76673 -3.38547  -0.658
C -3.50726 -0.68172 -2.61119  -0.355
H 2.86155 -3.77632 0.65491  0.352
H 1.95265 -4.59133 1.95034  0.425
H 3.04372 -3.25612 2.33599  0.185
H 0.26764 -3.35273 3.06398  0.017
H -1.79079 -3.05940 3.94884  0.463
H -2.89920 -2.88257 2.57871  0.203
H -2.69548 -1.54440 3.69839  0.289
H -4.84632 -1.08367 0.44902  0.445
H -6.92282 -1.25194 -0.92144  0.350
H -6.79278 -1.03761 -3.38974  0.344
H -4.59030 -0.67083 -4.46407  0.368
H -2.53280 -0.52244 -3.05524  0.451
C 1.13144 0.28526 3.41154  -1.634
C 0.14030 1.11917 2.59832  2.521
C -1.03130 1.49247 3.51902  -1.831
C 0.83128 2.41312 2.15840  -1.789
C -0.38225 0.42400 1.31292  -0.470
H 1.62146 0.90819 4.17260  0.575
H 1.89165 -0.14137 2.76250  -0.092
H 0.62764 -0.54556 3.90552  0.282
H -0.67721 2.03520 4.40603  0.496
H -1.55886 0.59448 3.84528  0.149
H -1.74698 2.12790 2.98823  0.339
H 1.19774 2.96956 3.03017  0.484
H 0.13366 3.05250 1.60801  0.316
H 1.67109 2.19791 1.49713  0.005
H -1.09678 1.17439 0.93193  0.074

- max |F| (eV Å⁻¹) = 0.2
- 2S+1 = 2
- energy relative to the best compared isomer or geometry (same formula, charge and spin) (eV) = 0.581
- E_tot (eV) = -46756.47467
- net charge = -2

---

DFT (ωB97M-V with the def2-TZVPD basis set) results for a structure of composition C29H41N5OS3Y.

Each line ends with the Mulliken charge.
Positions of all 80 atoms, in Å:
Y 0.39089 -0.39307 0.84025  0.857
C 1.07468 -1.83328 3.99549  -1.234
N 1.22285 -0.49476 3.39574  1.271
C 2.61331 -0.04825 3.58332  -1.283
C 0.27504 0.37547 4.09631  0.531
C 0.45667 0.70852 5.42866  -0.569
C -0.53165 1.35694 6.14793  -0.963
C -1.74061 1.63433 5.53176  -0.932
C -1.92588 1.34707 4.19726  -0.891
C -0.90825 0.76037 3.42363  -0.330
N -1.05657 0.44005 2.09272  0.431
C -2.09892 0.95472 1.32665  -0.263
C -2.55318 2.27638 1.40170  -0.317
C -3.57177 2.71819 0.57910  -0.962
C -4.15114 1.86361 -0.34464  -0.984
C -3.67983 0.56359 -0.47160  0.004
C -2.66254 0.09831 0.34456  0.325
N -2.10937 -1.24598 0.27073  1.411
C -2.67454 -2.05886 1.36086  -1.332
C -2.36819 -1.93142 -0.99710  -1.317
H 1.27943 -1.81585 5.07330  0.432
H 0.04932 -2.17912 3.85440  0.249
H 1.77646 -2.53055 3.53716  0.348
H 2.98187 -0.23123 4.59833  0.395
H 3.26190 -0.58991 2.89120  0.253
H 2.68687 1.01774 3.37342  0.442
H 1.37528 0.44253 5.92977  0.358
H -0.37172 1.59516 7.18742  0.410
H -2.54252 2.07290 6.10579  0.415
H -2.88607 1.54092 3.74509  0.523
H -2.07390 2.96231 2.08809  0.690
H -3.91051 3.74038 0.65060  0.446
H -4.95828 2.20190 -0.97734  0.450
H -4.13312 -0.07980 -1.20868  0.391
H -3.75802 -2.16794 1.23983  0.356
H -2.23142 -3.05385 1.34113  0.410
H -2.47013 -1.59196 2.32356  0.224
H -3.43192 -2.16899 -1.12791  0.408
H -2.02950 -1.31782 -1.83397  0.324
H -1.81371 -2.87352 -1.00364  0.271
S 2.52173 1.28150 0.65401  -0.484
C 3.06669 -0.05752 -0.22142  0.447
N 2.23329 -1.04150 -0.53807  0.541
C 2.83813 -1.97183 -1.34654  -1.173
C 2.21452 -3.06687 -1.93923  0.022
C 2.96211 -3.91415 -2.73077  -0.945
C 4.32181 -3.69658 -2.92563  -0.573
C 4.95606 -2.60550 -2.36249  -0.528
C 4.20486 -1.73510 -1.59290  0.985
S 4.69665 -0.24365 -0.81672  -0.264
H 1.15672 -3.22465 -1.78625  0.340
H 2.48941 -4.76005 -3.20151  0.446
H 4.88637 -4.38786 -3.52793  0.410
H 6.00936 -2.43519 -2.51658  0.441
N 0.65889 -3.06239 1.05623  -0.604
H 1.65916 -3.26687 1.06715  0.261
H 0.29024 -3.58447 0.26407  0.148
H 0.26282 -3.49426 1.88950  0.252
C -3.04907 2.57610 -3.63266  -1.209
C -2.05750 3.28161 -2.71448  0.070
C -0.65544 2.72104 -2.88560  -1.318
S -0.66701 0.93041 -2.47631  0.675
O -0.13189 0.85372 -1.07204  -0.539
C 0.73448 0.35610 -3.53373  -1.113
C 2.06959 1.04404 -3.27405  0.689
C 2.42300 2.09840 -4.31576  -1.530
H -3.99042 3.11630 -3.68013  0.349
H -3.25735 1.57196 -3.27118  0.219
H -2.64835 2.49967 -4.64318  0.402
H -2.37238 3.17073 -1.67600  -0.139
H -2.03495 4.34850 -2.93898  0.482
H 0.05548 3.19688 -2.21377  0.514
H -0.33244 2.82261 -3.91899  0.509
H 0.40439 0.46624 -4.56332  0.737
H 0.79744 -0.70972 -3.31473  0.220
H 2.85306 0.28331 -3.27532  0.129
H 2.05923 1.48655 -2.27516  -0.169
H 2.44615 1.65337 -5.30797  0.367
H 3.40680 2.51101 -4.10807  0.432
H 1.71703 2.92288 -4.32437  0.256

- max |F| (eV Å⁻¹) = 1.9
- 2S+1 = 1
- energy relative to the best compared isomer or geometry (same formula, charge and spin) (eV) = 1.124
- E_tot (eV) = -73784.92374
- net charge = +1

---

DFT (ωB97M-V with the def2-TZVPD basis set) results for a cluster of 6 separate species, C31H62FO22P5S in total.

Each line ends with the Mulliken charge.
Positions of all 122 atoms, in Å:
O -5.87863 1.75041 4.01142  -0.563
C -4.95356 0.98794 3.97663  -0.028
C -3.73855 1.14646 4.83205  -0.618
C -2.56106 0.82269 4.31673  -0.480
C -2.48792 0.32719 2.90430  0.105
O -1.58967 0.63776 2.16850  -0.622
C -3.65108 -0.53739 2.49862  0.189
C -3.53121 -1.64249 1.65407  -0.025
C -2.19625 -2.06304 1.09196  -0.654
C -2.29396 -2.93170 -0.17780  -0.992
C -0.88862 -2.98562 -0.79906  -0.661
S -0.82986 -3.81407 -2.40685  -0.229
C -4.70807 -2.34792 1.38705  0.101
C -5.93641 -2.00269 1.91948  0.895
C -7.21935 -2.78014 1.66066  -0.935
C -7.01590 -4.22229 1.18465  -0.807
C -6.45301 -5.11710 2.29171  -0.149
F -6.78532 -6.43162 1.99952  -0.316
C -6.04175 -0.89446 2.76454  -1.242
C -4.89167 -0.18668 3.03963  0.811
H -3.83167 1.48397 5.85604  0.404
H -1.66357 0.90491 4.91710  0.505
H -1.64973 -1.17178 0.79274  0.436
H -1.56720 -2.55368 1.84055  0.337
H -2.92013 -2.39409 -0.89354  0.497
H -2.68060 -3.92908 0.02714  0.531
H -0.20675 -3.46099 -0.09295  0.389
H -0.55407 -1.95413 -0.90429  0.398
H -2.08362 -4.20779 -2.68592  0.113
H -4.63370 -3.22354 0.75746  0.138
H -7.86323 -2.23280 0.96949  0.397
H -7.76960 -2.82152 2.60610  0.408
H -7.95967 -4.65822 0.86214  0.413
H -6.29635 -4.20556 0.36565  0.336
H -5.37052 -5.02021 2.36623  0.192
H -6.92147 -4.83292 3.23706  0.244
H -6.99627 -0.62075 3.19232  0.489
C -5.36504 -9.00581 -4.79102  -0.706
O -4.05840 -9.55676 -4.52920  -0.299
P -2.76130 -8.52780 -4.59433  0.709
O -1.64202 -9.50444 -4.59535  -0.413
O -3.07033 -7.90744 -3.13479  -0.250
C -2.93453 -8.75548 -1.99599  -0.573
O -2.06358 -7.11725 -5.01179  -0.234
C -1.30402 -7.10692 -6.23390  -0.697
H -6.09557 -9.79569 -4.63891  0.243
H -5.58174 -8.18416 -4.10415  0.314
H -5.43439 -8.65361 -5.82039  0.296
H -2.33940 -9.64151 -2.21372  0.230
H -3.92285 -9.06382 -1.65037  0.256
H -2.44867 -8.18318 -1.20856  0.215
H -1.80027 -7.67136 -7.02132  0.332
H -0.31547 -7.52128 -6.04799  0.279
H -1.20417 -6.07142 -6.55105  0.249
C 3.82569 -11.44396 -6.53222  -0.668
O 3.53508 -11.74839 -5.15577  -0.300
P 2.09024 -12.49489 -4.82624  1.155
O 2.02233 -12.32947 -3.35541  -0.685
O 2.60839 -13.95312 -5.30174  -0.363
C 3.61501 -14.59151 -4.52560  -0.675
O 0.58099 -12.87340 -5.27160  -0.342
C -0.46824 -11.96503 -4.84924  -0.647
H 4.82811 -11.02569 -6.57737  0.232
H 3.79092 -12.34899 -7.14436  0.321
H 3.11892 -10.70990 -6.92140  0.265
H 3.69930 -14.15869 -3.52915  0.348
H 4.57784 -14.50777 -5.03424  0.229
H 3.35500 -15.64492 -4.43772  0.229
H -0.16326 -10.93489 -4.94402  0.373
H -0.73483 -12.18041 -3.81722  0.278
H -1.33263 -12.13727 -5.48477  0.299
C -3.57915 6.47500 1.53038  -0.706
O -2.70440 5.51192 0.90799  -0.313
P -1.08079 5.64739 1.19643  0.920
O -0.53260 4.73489 0.16802  -0.690
O -1.16550 4.98415 2.66449  -0.309
C -1.51182 3.60102 2.76182  -0.791
O 0.20797 6.54446 1.66219  -0.119
C 0.92042 7.21259 0.60614  -0.691
H -4.60248 6.19751 1.29267  0.246
H -3.45249 6.46716 2.61578  0.311
H -3.38528 7.47604 1.14415  0.300
H -1.38182 3.07503 1.81964  0.505
H -2.55269 3.51454 3.07983  0.264
H -0.87529 3.14138 3.51590  0.267
H 0.24248 7.63385 -0.13349  0.364
H 1.59945 6.51053 0.12726  0.298
H 1.49687 8.01956 1.05576  0.144
C 4.85964 8.52958 2.77321  -0.482
O 4.69975 8.14593 4.15338  -0.310
P 3.87002 6.74555 4.46817  1.139
O 3.63666 6.88375 5.92534  -0.704
O 5.11291 5.78739 4.08502  -0.336
C 6.26196 5.80866 4.92504  -0.696
O 2.82659 5.59843 3.99199  -0.293
C 1.43849 5.80108 4.33266  -0.446
H 5.47814 9.42310 2.73955  0.141
H 5.35236 7.73755 2.20451  0.346
H 3.88829 8.75379 2.32984  0.178
H 6.04698 6.24171 5.90152  0.350
H 7.05529 6.38500 4.44494  0.229
H 6.60239 4.78317 5.05485  0.241
H 1.14669 6.83921 4.19498  0.310
H 1.27280 5.50002 5.36597  0.320
H 0.83847 5.18086 3.68046  -0.013
C 5.44342 12.87382 1.85078  -0.649
O 6.25464 12.12812 0.92063  -0.090
P 7.03452 12.97310 -0.27242  0.960
O 7.44703 11.86796 -1.16867  -0.656
O 8.20107 13.50688 0.70548  -0.374
C 9.12065 12.55705 1.23749  -0.657
O 7.18199 14.31086 -1.18724  -0.303
C 6.49905 14.30610 -2.45313  -0.659
H 5.06645 12.17946 2.59751  0.172
H 6.03389 13.64511 2.35092  0.329
H 4.60024 13.33233 1.33343  0.287
H 9.11449 11.62316 0.67642  0.347
H 8.87022 12.35035 2.27962  0.230
H 10.11620 12.99387 1.19541  0.231
H 5.51030 13.85804 -2.37525  0.325
H 7.09407 13.76131 -3.18266  0.275
H 6.39435 15.33988 -2.77490  0.244

- max |F| (eV Å⁻¹) = 6.6
- 2S+1 = 1
- E_tot (eV) = -138194.96751
- structure (SMILES) = O=C1C=CC(=O)c2c(CCCS)cc(CCCF)cc21.COP(=O)(OC)OC.COP(=O)(OC)OC.COP(=O)(OC)OC.COP(=O)(OC)OC.COP(=O)(OC)OC

---

DFT (ωB97M-V with the def2-TZVPD basis set) results for a structure of composition C3H4NO.

Each line ends with the Mulliken charge.
Positions of all 9 atoms, in Å:
C -0.15707 0.32438 -0.97520  -0.390
C 0.38105 -0.87742 -0.87333  -0.571
C -0.91689 0.98506 0.79138  -0.514
N -1.98691 0.70710 1.61697  -0.242
O -3.00412 1.47130 1.54488  -0.448
H 0.43058 -1.55855 -0.02310  0.261
H 0.84933 -1.26629 -1.77948  0.267
H -0.00390 0.64005 1.26680  0.227
H -0.88562 2.00495 0.41081  0.410

- max |F| (eV Å⁻¹) = 2.0
- 2S+1 = 1
- energy relative to the best compared isomer or geometry (same formula, charge and spin) (eV) = 2.710
- E_tot (eV) = -6708.07730
- net charge = -1